C31H37N2OV | ωB97M-V with the def2-TZVPD basis set

Structure (ORCA input):
```
! RIJCOSX wB97M-V def2-TZVPD def2/J DEFGRID3
* xyz 0 3
C 2.5355 -0.5673 1.3146
C 2.4709 -1.3828 0.1450
C 2.0123 -0.5665 -0.9271
H 2.8063 -2.4191 0.0234
C 1.7924 0.7554 -0.4300
C 2.0994 0.7545 0.9594
H 1.4765 1.6127 -1.0314
C -1.0599 -2.3853 2.0567
C 0.1904 -2.8811 1.6122
C 0.2176 -2.8278 0.1812
H 0.9529 -3.3772 2.2044
C -1.0460 -2.2815 -0.2307
C -1.8149 -1.9601 0.9292
H 1.9554 -0.8709 -1.9759
H 2.0223 1.6342 1.5989
H 2.9175 -0.8942 2.2799
H -2.8413 -1.5841 0.8923
H 0.9235 -3.2995 -0.5050
H -1.4382 -2.3668 3.0770
V 0.4153 -0.7205 0.7017
C -1.3453 -1.8773 -1.6531
C -2.8430 -1.9897 -1.8786
C -0.6746 -2.8283 -2.6470
H -3.1188 -2.9674 -1.4589
H -3.1067 -1.9808 -2.9430
H -3.4045 -1.2173 -1.3527
H -0.9568 -3.8523 -2.3782
H 0.4166 -2.7707 -2.6636
H -1.0116 -2.6034 -3.6648
C -0.6831 -0.4885 -1.7331
C -1.5086 0.7000 -2.0722
H 0.1150 -0.5344 -2.4670
H -0.2782 -0.1782 -0.6899
O -2.1105 1.2223 -1.1045
N -1.2126 1.2370 -3.3309
C 0.0438 2.0461 -3.3370
H -2.0057 1.6782 -3.8066
C 1.3137 1.3343 -3.8098
C 2.5192 1.9792 -3.5044
H 2.4836 2.9359 -2.9805
C 3.7434 1.3886 -3.7891
H 4.6664 1.8768 -3.4886
C 3.7736 0.1516 -4.4331
H 4.7200 -0.3309 -4.6635
C 2.5835 -0.4635 -4.8354
H 2.5836 -1.4088 -5.3866
C 1.3383 0.1202 -4.5209
H 0.3862 -0.3520 -4.8090
H 0.2481 2.4306 -2.3096
H -0.1712 2.9041 -3.9882
C -3.0732 1.1249 2.0531
N -2.2525 2.1845 2.5527
C -2.7695 2.9551 3.6465
C -0.8296 2.1570 2.3187
C -0.1243 1.2742 3.3086
C -0.0103 1.7177 4.6381
C 0.5212 0.9025 5.6303
C 0.9824 -0.3623 5.2800
C 0.9079 -0.7806 3.9429
C 0.3451 0.0184 2.9626
H -4.1278 1.4213 2.1847
H -2.9127 0.1688 2.5967
H -2.8651 0.9608 0.9795
H -2.7106 2.4316 4.6225
H -2.2068 3.8979 3.7302
H -3.8312 3.1648 3.4411
H -0.6630 1.8213 1.2783
H -0.4765 3.1979 2.4276
H -0.3455 2.7265 4.8731
H 0.6036 1.2618 6.6547
H 1.4171 -1.0276 6.0191
H 1.3294 -1.7500 3.6827
*
```

Results
max |F|: 5.92 eV/A
gap between HOMO and LUMO (alpha / beta): 7.54 / 7.62 eV
⟨S²⟩: 2.074
E_tot: -2332.05245 hartree